Record 1
Computed, not measured: a structure of composition C36H36F21N6O12S6V at a distorted geometry, with ωB97M-V/def2-TZVPD.

```
118
Properties=species:S:1:pos:R:3:forces:R:3
F -0.88378 -2.74992 0.07162 0.374 -0.281 0.812
H 5.16898 -2.88736 -0.37608 0.218 -0.472 -0.219
C -0.95425 -0.54791 2.95098 0.185 0.841 0.081
S 4.05680 1.80981 3.30863 1.955 4.366 -1.900
C -3.92790 -3.45846 1.93385 -0.399 0.513 0.047
N -3.22289 -1.87434 -5.19734 -0.116 0.945 0.195
C 1.68474 -2.60321 -4.32379 0.760 -0.899 -0.578
F 1.73630 2.05079 4.72529 0.715 -0.108 -0.117
C 4.12421 -3.09507 -0.62278 0.916 1.547 -0.833
O 3.29952 -0.64986 4.79040 0.512 0.039 -2.234
C 0.45263 3.47906 2.45662 0.086 -1.100 -0.347
S 3.31188 -0.80130 3.34431 -0.997 0.538 0.247
H -0.36813 6.25487 6.06870 -0.069 -0.213 0.230
C -6.12154 -4.51675 2.12614 1.181 1.974 0.265
S -0.16711 -0.34256 -1.09088 1.432 0.870 -2.261
C 0.34616 -2.86150 -4.50829 -0.225 0.506 -0.259
C 2.33639 4.98545 -0.33019 -0.124 1.207 1.165
F 4.60951 -0.14402 -2.29621 0.411 0.076 0.007
N 0.23773 0.07262 0.59811 -1.843 -1.373 -2.714
S 2.18626 3.37107 -1.32322 -3.755 -1.139 0.756
F 3.33143 1.22331 -3.30093 -0.003 0.116 -0.349
H -1.23304 -4.31286 -4.22270 -0.148 0.476 -0.263
O 5.36924 1.45506 -0.15201 -1.119 0.385 -1.145
H -6.33467 4.68657 -0.88844 -0.078 -0.160 0.041
C -3.57072 -0.80463 -4.92800 -0.541 -0.351 0.220
H -7.19032 -4.41505 2.24201 -0.008 -0.081 0.084
H 1.00002 4.99770 4.63952 0.200 -0.667 0.783
H -3.36969 4.68949 -4.01295 -0.490 0.382 -0.115
F 5.07755 -2.61340 2.17622 -0.920 0.672 0.306
H -1.79294 3.53163 -2.49456 -0.056 -0.006 -0.352
H -3.31491 -2.56965 1.98419 -0.116 0.116 -0.072
F 5.56971 -0.56448 1.85433 0.074 0.482 -0.322
F 3.35538 4.99663 0.51720 0.159 -0.066 -0.905
H -2.27576 -4.74111 1.60820 0.043 -0.010 -0.418
F -0.45956 -1.75820 2.81756 -0.331 -0.371 0.042
H -1.41355 3.96049 3.28450 0.032 -0.376 -0.736
F 1.25014 5.14200 0.43119 -0.462 -0.564 -0.161
C 4.47545 1.13626 -2.65204 -0.585 0.088 0.839
C -3.68670 4.50924 -2.99554 0.352 -1.175 0.340
H -0.48359 5.28555 2.62923 0.105 0.045 -0.028
O -1.58871 1.58269 1.39791 0.412 0.439 0.806
C -4.54130 -0.37667 -2.16577 -0.074 0.622 0.941
F 2.74251 -5.98758 -3.44048 0.210 0.392 0.215
C -5.34446 4.40850 -1.22264 0.145 0.322 0.560
F 2.31193 6.05724 -1.12612 0.865 -0.870 -0.314
V 2.01023 0.93291 0.83759 0.808 0.651 0.313
O 2.59918 3.58635 -2.67264 0.265 0.027 0.954
H -0.31891 3.79534 5.25742 0.674 0.137 0.385
H -5.31964 -0.56383 -1.42156 -0.457 0.290 -0.276
H -0.32092 -2.15155 -4.97781 0.037 0.254 0.241
C 0.57958 -5.11024 -3.68365 2.248 -0.374 0.054
O 1.04829 -0.11945 -1.85617 -0.301 -0.631 1.485
H -4.69901 3.80742 0.69051 0.311 -0.589 0.106
C -3.12496 3.56530 -0.84546 -0.157 -0.443 -0.028
C -4.08821 0.54519 -4.55173 1.373 -0.203 1.171
F -1.43634 -2.47699 -1.94383 -0.037 -0.207 -0.742
N 3.04388 2.09957 -0.37054 -1.625 3.488 -2.807
O -1.28666 0.33136 -1.69123 0.178 -0.528 1.404
H -6.16690 -6.56191 1.88174 0.346 -0.383 0.138
C -4.40286 3.82980 -0.34833 0.109 1.100 -1.088
C -4.96072 4.78348 -2.48231 0.862 -0.805 -1.246
O 4.96636 3.57347 -1.38688 -2.076 -3.035 0.644
H -0.62591 6.83801 4.53210 -0.022 -0.372 -0.638
C 3.03247 2.39784 4.81449 0.337 -0.671 0.813
C -0.17561 -4.08950 -4.15604 -1.543 -0.285 0.095
C -5.29250 -3.37031 2.16481 -0.353 -0.783 -0.605
F -0.08374 0.18107 3.67794 -0.062 0.003 -0.655
H 2.51386 -4.31602 -0.23585 0.006 -0.612 -0.140
H 5.44519 -5.38776 -0.28459 0.031 0.710 -0.087
H -3.80484 0.15566 -1.56278 0.609 -0.602 -0.202
H 4.15703 -5.96286 -1.24860 -0.409 -0.341 0.274
H -5.15131 1.56222 -2.85242 0.245 0.180 -0.428
F 3.55971 1.90248 5.93153 -0.254 -0.158 -0.246
C 1.96944 -4.89592 -3.67665 -0.545 -0.170 -0.074
O 5.39683 1.38419 3.67237 -2.421 -0.662 0.501
H 4.01508 -3.28165 -1.69377 0.316 0.321 -0.125
O 2.38213 -1.69421 2.72729 -0.002 0.051 -0.295
C 3.52827 -1.78424 -0.35728 -1.443 1.043 0.613
F -5.82921 -2.14094 2.33119 -0.038 -0.327 0.173
F 5.78007 -1.46549 3.84544 -0.146 0.302 -0.654
C 2.54275 -3.66822 -3.96764 -0.588 0.032 0.373
N 3.06594 0.78230 2.56141 0.771 -3.751 1.456
C -0.03739 4.67238 4.68091 -0.618 1.460 -1.638
C -2.80136 3.78407 -2.19792 -0.564 1.069 1.215
F -2.10121 -0.53738 3.61764 -0.010 -0.364 -0.332
H 4.32851 -6.23196 0.58085 -0.745 -0.457 -0.424
H -3.68120 -6.82787 1.57058 0.056 0.032 -0.233
C 3.56663 -4.28949 0.05411 -0.886 -0.511 1.286
S -1.25691 0.20490 1.23868 -2.109 1.302 1.571
F 3.09506 3.70962 4.91093 0.128 0.372 -0.459
S 4.48109 2.20835 -1.03340 6.478 0.075 0.782
H -1.87958 5.90142 5.34343 -0.060 -0.560 -0.425
H -3.19906 1.08407 -4.21315 0.233 0.208 -0.525
C 4.36213 -5.54419 -0.26380 0.843 -0.080 -0.020
N 1.04312 2.73295 1.81654 0.340 -0.603 0.094
C -0.40102 4.36034 3.20248 -0.935 0.725 0.738
H -4.26866 -1.38710 -2.46813 0.520 0.265 -0.300
C -4.99155 0.57209 -3.27525 -1.111 -1.882 -1.054
C 5.05227 -1.37444 2.72116 0.758 -0.936 1.539
H -2.33579 3.16663 -0.22350 -0.191 -0.156 0.187
F 5.48916 1.48070 -3.41322 0.022 0.213 -0.008
O 0.79533 2.98259 -1.10178 1.470 0.382 -0.006
C -5.48741 -5.72069 1.93525 -0.401 -0.730 -0.785
H 2.13010 -1.66645 -4.62789 -0.096 0.142 0.167
H -5.94875 0.17842 -3.62680 -0.312 0.364 0.113
H 0.20723 -6.08782 -3.41433 -0.152 0.032 -0.043
H -4.46643 1.00189 -5.46402 -0.305 0.193 0.272
C -4.12384 -5.84645 1.65556 -0.311 0.769 0.524
O 4.05987 2.96549 2.42164 -0.665 -0.805 1.107
F -5.85535 5.28706 -3.35947 -0.203 0.350 0.311
C -3.35512 -4.67736 1.63917 0.010 -1.072 0.849
H 3.61441 -3.53357 -3.92361 0.056 -0.073 -0.104
C -0.81341 5.93865 5.12113 0.655 0.380 1.204
C -0.49457 -2.26782 -1.07400 0.384 1.597 0.035
N 3.04725 -0.75971 -0.11459 0.393 -1.198 0.603
F 0.69016 -2.75554 -1.42144 -0.404 -0.496 0.072
H 3.52761 -4.20346 1.14023 0.156 0.409 -0.011
O -2.32829 -0.54330 0.62216 1.648 -0.749 0.503
```
Positions in Å, forces in eV/Å.

## Properties
Calculated total energy, Eh: -8054.96378
Expectation value of S²: 2.01
Spin multiplicity: 3
Molecular weight, g mol⁻¹: 1387.018
Total charge: 0
Frontier orbital gap (spin up / spin down), eV: 6.65 / 7.46
Largest force on an atom, hartree/bohr: 0.12691
LUMO (spin up / spin down), eV: -2.6 / -1.7

***

Record 2
Computed, not measured: a structure of composition C6H13N2 at a distorted geometry, with ωB97M-V/def2-TZVPD.

```
21
Properties=species:S:1:pos:R:3:forces:R:3
H 3.27747 -0.56235 0.14596 2.177 -1.611 -0.174
C 1.20809 -1.36850 -0.02182 -5.282 -1.650 -1.847
C -2.20984 0.26275 -0.93054 0.081 -2.247 -0.607
H -1.22574 1.44243 1.35865 -0.300 -0.733 0.087
H -1.06659 -2.10360 0.35363 0.136 0.166 0.156
H 1.83421 -2.28782 0.05295 -0.262 1.146 0.315
C -0.93715 -0.08235 -0.11532 -0.354 1.325 -0.307
C 0.32278 0.67909 -0.60206 -1.536 2.045 1.616
C 2.78779 0.34020 0.06023 0.162 1.237 0.818
H 0.28830 1.74287 -0.08136 0.836 -2.278 -0.998
H -2.13555 -0.05352 1.64786 -0.996 -0.242 0.288
N 1.47119 -0.16536 -0.30651 -0.237 0.034 1.961
C -1.20014 0.32915 1.32314 0.251 1.244 -0.062
H -2.16234 -0.07156 -1.98893 0.506 0.521 0.507
H 3.23568 0.99518 -0.70210 -0.345 -0.133 0.546
H 0.34255 0.83590 -1.64118 -0.092 0.210 -1.506
N -0.70133 -1.47264 -0.36135 5.433 -0.613 0.488
H 2.82711 0.69174 1.14301 -0.536 0.344 -1.643
H -2.95094 -0.46932 -0.53908 -0.071 1.033 0.018
H -2.51412 1.28331 -0.87156 -0.335 0.587 0.272
H -0.49145 0.03438 2.07637 0.764 -0.389 0.071
```
Positions in Å, forces in eV/Å.

## Properties
Calculated total energy, Eh: -345.56237
Energy relative to the best compared isomer or geometry (same formula, charge and spin), kJ/mol: 350.9
Molecular weight, g mol⁻¹: 113.184
Total charge: +1
Frontier orbital gap, eV: 9.58
Largest force on an atom, hartree/bohr: 0.11345
LUMO, eV: -4.7

***

Record 3
Computed, not measured: an isolated molecule of CH3NO2S at a distorted geometry, with ωB97M-V/def2-TZVPD.

```
8
Properties=species:S:1:pos:R:3:forces:R:3
S 0.92485 0.33938 -0.33986 -0.560 0.784 -0.934
N 0.43870 -1.25206 -0.36481 -1.668 -0.035 0.458
O 2.11029 0.27236 0.47722 1.014 0.796 1.227
H -0.58962 -1.29182 -0.28941 0.751 -0.604 -0.517
O -1.81408 0.65644 -0.11802 -1.661 -0.469 -0.847
C -0.91267 1.14645 0.43543 1.973 -0.078 1.550
H -1.06819 1.96198 1.26523 0.802 -0.925 -1.176
H 0.91072 -1.83273 -1.06577 -0.650 0.531 0.239
```
Positions in Å, forces in eV/Å.

## Properties
Calculated total energy, Eh: -643.23582
Energy relative to the best compared isomer or geometry (same formula, charge and spin), kJ/mol: 205.7
Molecular weight, g mol⁻¹: 93.107
Total charge: 0
Frontier orbital gap, eV: 8.80
Largest force on an atom, hartree/bohr: 0.04881
LUMO, eV: 0.2

***

Record 4
Computed, not measured: a structure of composition C60H64GeN2OP2S2Ti at a distorted geometry, with ωB97M-V/def2-TZVPD.

```
133
Properties=species:S:1:pos:R:3:forces:R:3
C 4.90561 1.70443 4.83906 0.010 0.020 0.037
H 2.83908 -3.02942 0.63394 -0.009 0.039 0.061
H 1.35028 8.31897 0.59542 0.010 0.002 -0.025
H 2.72767 4.28019 0.60904 0.098 -0.056 -0.151
H 1.32737 -0.62075 -3.03391 0.151 0.134 0.168
C 5.50486 1.56023 -4.17352 0.017 0.001 -0.077
C -1.75869 2.92071 3.83657 0.031 0.060 -0.185
C 0.17497 5.64022 2.29691 -0.116 -0.081 0.208
H 3.82693 2.29940 -0.39620 -0.099 0.020 0.119
H -1.26428 -7.77555 1.47110 0.003 -0.041 -0.011
C 3.09735 0.59961 -3.00898 0.172 0.269 0.162
H -2.49642 -5.76018 2.21899 0.066 0.017 0.013
S -1.07475 1.32268 -2.03422 -0.019 -0.346 0.094
C -4.53074 -0.70194 -0.24426 0.392 0.180 -0.170
N -0.94590 -0.95483 2.67155 -0.268 -0.753 0.452
H 1.15151 3.63589 5.35622 0.071 0.056 0.088
C -2.14656 3.67243 6.07978 -0.100 0.048 0.184
H 2.23232 -2.07982 -0.75327 -0.040 -0.129 0.286
H -2.65273 -2.19927 2.98598 -0.073 -0.037 0.121
C 3.80986 2.72131 2.96129 -0.261 0.096 -0.134
H 3.87519 3.31654 2.06246 0.069 0.027 -0.103
H 2.78319 0.45617 1.74649 0.049 -0.177 -0.174
C 2.00171 -2.41380 0.26328 0.124 -0.418 -0.214
Ti 0.28059 -0.09925 -0.08133 -3.240 1.281 3.873
C 3.61809 0.03603 -4.21617 -0.205 -0.084 0.008
C -1.16951 -6.84569 0.92458 0.052 0.161 -0.212
C 0.08553 3.50534 5.21836 0.100 0.042 -0.011
C 1.93334 0.05196 -2.42584 0.258 -0.494 -1.492
C -1.87508 -0.92033 -4.26522 0.096 0.054 0.188
H -3.69338 -3.55562 -0.84038 0.001 0.005 0.008
H 3.31760 3.57368 -1.51776 0.100 0.037 0.034
H 6.71802 3.09347 -5.06414 0.073 0.081 -0.072
H 5.80167 1.49414 5.40630 0.111 -0.023 0.011
C -0.85795 -0.29751 3.95873 0.060 0.105 -0.282
H 0.12242 -7.65862 -0.58632 0.033 0.038 0.005
C 2.17349 6.33351 0.52962 0.163 0.142 -0.138
C 0.26352 6.94050 1.82982 -0.067 0.261 -0.004
H 2.96216 6.58759 -0.17038 -0.007 0.028 -0.014
H -3.95176 -1.75848 -6.79067 -0.047 -0.004 -0.048
H -0.46530 7.68176 2.14291 0.024 -0.016 0.035
H -2.38622 -1.55589 1.31876 -0.106 -0.117 0.243
C 6.79831 2.04810 -4.76083 -0.115 0.011 0.097
C -4.13917 -1.09044 -3.47891 0.346 0.057 0.239
H -3.11624 -4.98081 -5.51966 -0.001 0.039 -0.027
C 2.98516 -0.46298 1.19166 0.402 0.308 0.107
H 5.48636 3.00206 -2.60063 -0.046 0.080 0.088
H 0.32480 -5.53582 -1.81590 0.072 0.078 -0.039
H -0.59438 2.27865 0.51529 0.262 0.008 0.051
P -2.09121 -0.34547 -1.60029 -0.334 0.377 0.507
P -0.93718 -2.94114 -1.57002 -0.193 0.614 1.078
C -0.38379 3.05457 3.99275 0.363 -0.066 -0.258
C -3.87597 1.58310 -0.56118 0.237 -0.206 -0.207
H 1.10710 -3.04060 0.20581 0.274 0.097 0.081
C -2.20459 -4.03922 -3.83464 0.112 0.265 0.430
C 3.24709 2.50611 -1.30046 -0.239 -0.069 -0.064
H -1.66138 0.42759 4.05152 0.039 -0.007 0.008
H -6.93368 1.39226 0.88322 -0.008 0.008 0.013
H 3.48194 -1.45043 -5.75130 0.034 0.002 -0.064
H -1.55955 -1.30968 -6.34023 0.023 -0.010 -0.017
H 5.16544 0.06570 -5.67039 0.026 -0.048 -0.024
C -3.60250 0.22654 -0.72245 -0.271 -0.040 0.108
C -4.62459 -4.43061 -2.54427 -0.371 -0.283 -0.213
H -2.97977 -0.48854 2.59178 -0.004 0.046 0.026
C -1.72591 -4.52509 0.66109 0.308 0.466 -0.519
H -0.92107 -1.00618 4.80590 0.001 -0.072 -0.015
S 0.64728 -3.08617 -2.75127 0.230 -0.121 -0.423
C 0.07430 1.57969 1.05528 0.510 0.807 0.723
C -2.32040 -1.33166 2.38831 0.159 0.028 -0.271
C -1.84901 -5.71085 1.34953 -0.025 -0.538 0.286
H 1.92531 -0.78332 -5.25037 -0.150 -0.045 -0.022
N 1.76391 -1.26181 1.12448 0.335 -0.242 0.065
C -5.71903 -0.28893 0.32140 -0.356 0.052 0.166
C -3.24950 -4.64461 -4.49767 -0.474 -0.280 -0.163
C -0.38340 -6.76966 -0.22468 -0.202 -0.521 0.510
C -0.77875 3.79819 6.25871 -0.025 0.119 0.289
C 3.78908 1.72012 -2.46229 0.073 0.115 0.161
H 0.07094 0.25994 4.02112 0.090 0.030 0.130
H -1.24879 -3.89666 -4.32196 0.004 0.037 0.058
C 4.96544 2.15473 -3.03615 0.132 -0.139 -0.222
C -4.47086 -4.83490 -3.86565 0.081 -0.014 0.040
C -1.28380 -1.52430 -0.59885 -0.798 -1.210 -2.345
H -4.31062 -1.75523 -0.33394 0.024 -0.059 0.030
O 1.52764 0.23656 -1.21153 3.723 0.595 -2.777
C 3.67561 1.25492 5.29202 0.254 -0.108 0.189
C -2.28545 -1.24664 -5.53885 -0.154 -0.017 -0.252
C -2.79204 -0.85844 -3.21588 -0.001 0.131 -0.232
H 3.30784 -0.20134 0.18110 -0.021 -0.048 0.207
Ge 0.83637 2.70485 2.39821 -0.671 -0.246 -0.224
C 4.78790 0.51943 -4.75895 0.084 0.045 0.016
C 4.96489 2.44362 3.66690 0.287 -0.061 0.135
H -2.13355 2.56544 2.88311 -0.034 -0.092 -0.123
H -5.26231 3.05666 0.12566 0.014 0.010 0.017
H 2.05242 -2.53030 2.78431 0.005 0.111 -0.069
C -5.06034 1.99790 0.01402 -0.458 0.021 0.210
C 2.90729 -1.09794 -4.89529 0.053 0.021 0.038
H -5.56197 -4.60211 -2.02805 -0.041 0.006 -0.012
H 3.79228 -1.01828 1.70089 -0.085 -0.011 -0.046
C 1.40518 -1.69060 2.47613 -0.406 -0.075 0.313
C -2.36542 -3.59334 -2.52190 -0.269 -0.513 -0.320
H -3.14399 2.30258 -0.90641 0.004 -0.040 0.015
H 1.59833 -0.85794 3.15394 0.068 -0.010 -0.022
H -0.38740 4.13526 7.21243 0.006 0.029 0.032
H -2.82458 3.92308 6.88770 -0.030 -0.028 0.014
H 2.20303 2.26824 -1.09887 0.135 0.143 0.181
H 3.61042 0.69267 6.21610 -0.001 -0.043 0.020
H -2.27443 -3.65959 0.99274 -0.037 0.222 0.052
H -0.33326 -2.71032 1.74214 -0.030 0.052 0.105
C -3.62896 -1.49598 -5.79126 0.079 0.069 -0.042
H 5.91934 2.81016 3.30964 0.043 0.017 -0.037
H -4.86238 -1.03105 -2.67856 -0.061 0.001 -0.013
C -4.54896 -1.40939 -4.75863 -0.196 -0.030 -0.295
H 2.74456 -1.93656 -4.21814 -0.053 -0.029 0.029
H -5.60068 -1.58960 -4.94773 -0.014 -0.043 -0.038
H -3.70582 3.14273 4.70611 -0.033 -0.021 -0.003
C -5.99941 1.06582 0.44222 0.138 0.096 0.021
C 1.07091 4.65745 1.89150 -0.087 -0.586 0.022
H -0.16267 -2.74164 3.51539 -0.036 0.008 -0.100
C 1.27493 7.29863 0.95398 -0.029 0.177 -0.071
C 2.53085 1.53757 4.57385 -0.309 0.012 -0.138
H -5.28977 -5.30478 -4.39600 -0.042 -0.019 0.006
C -2.63648 3.23502 4.85939 -0.206 0.034 0.019
H 1.57640 1.20393 4.96013 -0.016 -0.046 0.055
C 2.05221 5.03327 0.98337 0.123 -0.106 -0.029
H -6.43756 -1.02142 0.67277 0.015 -0.015 0.000
C -0.91572 -4.42310 -0.47676 -0.103 -0.657 0.331
H -0.61264 5.38501 2.99399 -0.075 -0.001 0.032
H -0.82952 -0.72515 -4.05670 -0.065 0.040 -0.058
H 7.60240 1.98189 -4.02646 0.134 0.011 -0.007
C -0.05909 -2.10539 2.60903 0.127 0.125 -0.085
C 2.56115 2.27563 3.39174 -0.438 0.085 -0.211
C -3.58080 -3.83213 -1.87897 0.414 0.159 0.000
C -0.26743 -5.58378 -0.91265 0.046 0.526 -0.076
H 7.07831 1.45643 -5.63139 0.049 -0.004 -0.057
```
Positions in Å, forces in eV/Å.

## Properties
Calculated total energy, Eh: -6914.95702
Expectation value of S²: 2.04
Spin multiplicity: 3
Energy relative to the best compared isomer or geometry (same formula, charge and spin), kJ/mol: 0.0
Molecular weight, g mol⁻¹: 1075.744
Total charge: -2
Frontier orbital gap (spin up / spin down), eV: 4.27 / 4.45
Largest force on an atom, hartree/bohr: 0.10131
LUMO (spin up / spin down), eV: 4.1 / 4.1